ORCA calculation (wB97M-V/def2-TZVPD) on a structure of composition C34H79CrF12N6O15S2.

Atoms and positions in Å:
1 Cr -1.088 -1.926 -4.099
2 C 0.964 -0.637 -5.886
3 O 0.451 0.635 -5.523
4 O 0.003 -1.549 -5.658
5 C 1.497 -0.631 -7.321
6 F 2.059 -1.792 -7.652
7 F 0.465 -0.442 -8.177
8 F 2.396 0.323 -7.583
9 C 1.329 1.726 -5.388
10 C 0.446 2.928 -5.040
11 H -0.500 2.876 -5.579
12 H 0.154 2.796 -4.001
13 H 0.952 3.869 -5.235
14 H 1.885 2.003 -6.288
15 H 2.068 1.555 -4.597
16 H 1.803 -0.800 -5.183
17 C 0.033 -0.559 -1.469
18 O -1.204 -0.912 -0.881
19 O -0.028 -0.908 -2.770
20 C 0.304 0.930 -1.178
21 F 1.023 1.081 -0.043
22 F 1.004 1.530 -2.141
23 F -0.836 1.611 -0.973
24 C -1.144 -1.140 0.517
25 C -2.530 -1.205 1.130
26 H -2.984 -0.211 1.046
27 H -3.184 -1.937 0.659
28 H -2.402 -1.375 2.193
29 H -0.623 -0.333 1.038
30 H -0.630 -2.076 0.756
31 H 0.842 -1.157 -1.018
32 C 2.089 -4.219 -5.068
33 F 2.308 -3.869 -6.316
34 F 2.892 -5.218 -4.762
35 F 2.323 -3.177 -4.270
36 S 0.291 -4.799 -4.922
37 O -0.367 -4.593 -6.166
38 O 0.449 -6.141 -4.481
39 N -0.399 -3.716 -3.762
40 S -0.610 -4.487 -2.326
41 O -1.192 -3.577 -1.376
42 O -1.298 -5.721 -2.437
43 C 1.088 -4.768 -1.565
44 F 0.921 -5.190 -0.328
45 F 1.769 -5.700 -2.208
46 F 1.737 -3.610 -1.566
47 C 2.751 -2.926 2.029
48 C 2.260 -2.367 3.341
49 O 0.904 -1.911 3.211
50 H 3.765 -3.311 2.133
51 H 2.663 -2.132 1.287
52 H 2.151 -3.778 1.697
53 H 2.816 -1.469 3.636
54 H 2.350 -3.104 4.149
55 H 0.729 -1.421 4.032
56 C -5.085 2.200 2.014
57 C -6.584 2.025 2.126
58 O -7.263 2.631 1.039
59 H -4.861 3.244 2.234
60 H -4.667 1.844 1.071
61 H -4.483 1.629 2.734
62 H -6.926 2.467 3.073
63 H -6.904 0.990 2.281
64 H -7.528 3.522 1.273
65 C 5.564 -3.366 -3.049
66 C 5.759 -2.131 -2.192
67 C 4.420 -1.611 -1.620
68 O 4.612 -0.516 -0.738
69 C 4.556 0.728 -1.404
70 N 6.582 -2.546 -1.054
71 H 5.217 -3.087 -4.048
72 H 4.897 -4.095 -2.586
73 H 6.516 -3.856 -3.262
74 H 6.182 -1.298 -2.762
75 H 4.093 -2.427 -0.962
76 H 3.642 -1.473 -2.385
77 H 5.361 0.820 -2.140
78 H 4.644 1.480 -0.625
79 H 3.619 0.884 -1.948
80 H 6.551 -1.855 -0.317
81 H 6.359 -3.466 -0.710
82 C 0.765 1.411 3.838
83 C 0.132 1.325 5.220
84 C -1.317 1.698 5.387
85 O -1.537 3.055 5.023
86 C -2.815 3.502 5.413
87 N 0.235 -0.117 5.605
88 H 1.586 0.711 3.734
89 H 1.066 2.428 3.577
90 H 0.045 1.119 3.062
91 H 0.734 1.863 5.956
92 H -1.777 1.510 6.367
93 H -1.914 1.060 4.704
94 H -2.979 4.478 4.965
95 H -2.922 3.468 6.502
96 H -3.564 2.822 4.974
97 H -0.579 -0.736 5.466
98 H 0.428 -0.229 6.596
99 C -2.813 -1.471 7.171
100 C -3.178 -2.085 5.830
101 C -4.455 -1.574 5.206
102 O -4.746 -2.413 4.113
103 C -5.851 -1.981 3.360
104 N -2.042 -1.882 4.863
105 H -3.727 -1.272 7.747
106 H -2.389 -0.475 7.078
107 H -2.226 -2.181 7.747
108 H -3.303 -3.172 5.892
109 H -4.446 -0.526 4.884
110 H -5.233 -1.738 5.965
111 H -6.038 -2.594 2.478
112 H -5.748 -0.974 2.926
113 H -6.725 -2.030 4.023
114 H -1.382 -2.635 5.041
115 H -2.461 -2.072 3.957
116 C -4.272 -0.366 -1.707
117 C -3.733 -0.809 -3.051
118 C -3.054 0.302 -3.817
119 O -2.205 -0.196 -4.855
120 C -2.378 0.540 -6.042
121 N -2.688 -1.909 -2.739
122 H -3.604 0.240 -1.104
123 H -4.811 -1.210 -1.266
124 H -5.150 0.297 -1.806
125 H -4.448 -1.386 -3.642
126 H -2.389 0.741 -3.059
127 H -3.770 1.048 -4.149
128 H -2.309 1.607 -5.827
129 H -3.256 0.254 -6.621
130 H -1.547 0.431 -6.741
131 H -2.305 -1.708 -1.804
132 H -3.366 -2.625 -2.474
133 C 4.633 7.152 2.775
134 C 4.690 6.628 1.356
135 C 3.484 5.786 0.977
136 O 3.702 4.463 1.353
137 C 2.726 3.565 0.939
138 N 4.797 7.730 0.388
139 H 5.597 7.634 2.965
140 H 4.572 6.341 3.503
141 H 3.822 7.850 2.976
142 H 5.570 5.974 1.302
143 H 3.185 5.898 -0.076
144 H 2.594 6.196 1.489
145 H 2.928 2.535 1.226
146 H 2.562 3.535 -0.148
147 H 1.756 3.830 1.388
148 H 4.958 7.337 -0.540
149 H 5.698 8.195 0.505

Molar mass, g/mol: 1156.139
Spin multiplicity: 4
Calculated total energy, eV: -158890.1113